122
Properties=species:S:1:pos:R:3:mulliken_charge:R:1 method="wB97M-V/def2-TZVPD" smiles="C[C@H]1COC(=O)O1.C[C@H]1COC(=O)O1.COC(=O)OC.COC(=O)OC.COC(=O)OC.COC(=O)OC.COC(=O)OC.COC(=O)OC.COC(=O)OC.CCCC#N" relative_energy_kj_mol=0.00 homo_energy_ha=-0.3597 total_charge=0 orbital_gap_ev=10.19 energy_ev=-91974.073 lumo_ev=0.40
C -1.06 -1.07 0.26 0.0734
C -0.51 -1.68 1.55 1.2156
C 0.66 -0.89 2.10 2.0200
O 0.18 -0.48 3.38 -0.4425
C -1.05 -0.91 3.58 0.5319
O -1.69 -0.83 4.60 -0.6630
O -1.56 -1.52 2.53 -0.4347
H -1.34 -0.04 0.39 -0.3788
H -1.89 -1.60 -0.09 0.6411
H -0.23 -1.10 -0.44 -0.6263
H -0.29 -2.77 1.45 -0.6003
H 0.92 -0.02 1.47 -0.6472
H 1.51 -1.52 2.11 -0.7607
C -1.32 2.65 2.23 0.0509
C -1.27 4.14 2.70 0.3358
C -0.15 4.55 3.68 -0.6545
O 0.63 5.48 2.99 -0.3855
C 0.05 5.77 1.81 0.5790
O 0.29 6.67 1.02 -0.5996
O -1.01 4.96 1.65 -0.0912
H -2.19 2.33 1.72 -0.4252
H -1.12 1.89 3.06 0.2657
H -0.50 2.43 1.47 -0.2497
H -2.19 4.39 3.20 0.4430
H 0.45 3.73 3.95 0.2832
H -0.56 5.01 4.56 0.3819
C -4.82 1.35 -5.17 -0.3544
O -5.32 0.01 -5.46 -0.3350
C -6.04 -0.59 -4.57 0.9086
O -6.51 0.10 -3.40 -0.6553
O -6.34 -1.85 -4.77 -0.3339
C -7.18 -2.54 -3.86 -0.6236
H -4.40 1.93 -6.00 0.3762
H -4.15 1.29 -4.38 -0.1490
H -5.62 2.01 -4.88 0.3585
H -6.73 -2.83 -2.90 0.2483
H -7.63 -3.45 -4.33 0.2595
H -8.00 -1.88 -3.59 0.3213
C 0.62 -2.28 -3.19 0.3118
O 1.27 -3.39 -2.55 -0.3685
C 0.50 -4.11 -1.72 0.7130
O -0.79 -3.76 -1.37 -0.5724
O 1.19 -5.05 -1.09 -0.2311
C 0.53 -5.78 -0.12 -0.6818
H -0.16 -2.68 -3.85 0.4415
H 1.32 -1.59 -3.70 0.2817
H 0.15 -1.70 -2.41 -0.5517
H 1.22 -6.37 0.43 0.2309
H -0.28 -6.34 -0.64 0.3882
H 0.01 -5.14 0.53 0.1923
C -4.78 0.81 0.36 -0.8716
O -4.05 0.66 -0.91 0.4125
C -3.90 -0.53 -1.49 0.0423
O -4.40 -1.72 -0.96 -0.7113
O -3.22 -0.49 -2.62 0.5078
C -3.03 -1.70 -3.31 -0.4813
H -4.71 -0.07 0.97 0.3979
H -5.83 1.08 0.13 0.2576
H -4.21 1.61 0.82 0.1112
H -2.76 -1.51 -4.35 0.4169
H -3.99 -2.33 -3.42 0.1393
H -2.25 -2.35 -2.82 -0.1981
C 5.38 -0.80 1.70 -0.2973
O 6.20 -1.95 1.45 -0.3468
C 6.19 -2.91 2.36 0.7331
O 5.47 -2.75 3.55 -0.6367
O 6.87 -4.04 2.01 -0.2817
C 6.73 -5.05 2.99 -0.4918
H 5.17 -0.23 0.77 0.0277
H 6.00 -0.15 2.37 0.2201
H 4.40 -1.12 2.14 0.2722
H 7.05 -4.76 4.00 0.2844
H 7.23 -5.95 2.59 0.2772
H 5.71 -5.35 3.08 0.1313
C 5.25 2.55 4.52 -0.3656
O 4.72 3.55 3.67 -0.3446
C 3.70 3.18 2.83 0.6308
O 3.33 1.81 2.69 -0.3848
O 3.28 4.06 2.05 -0.3104
C 2.40 3.69 0.95 0.0390
H 6.26 2.68 4.96 0.2710
H 5.35 1.57 4.01 -0.0016
H 4.52 2.38 5.31 0.2954
H 2.18 4.70 0.60 0.2919
H 1.51 3.21 1.26 -0.3211
H 2.93 3.15 0.13 0.3382
C 3.02 0.16 -1.00 -0.4382
O 2.10 0.19 -2.06 -0.3362
C 1.02 0.94 -1.92 0.6442
O 0.87 1.79 -0.87 -0.3228
O 0.22 0.94 -2.95 -0.4104
C -1.05 1.50 -2.72 -0.6634
H 3.40 1.19 -0.81 0.2776
H 3.80 -0.45 -1.36 0.3580
H 2.55 -0.20 -0.03 0.0532
H -1.59 0.97 -1.86 -0.0134
H -1.68 1.50 -3.55 0.4260
H -1.06 2.55 -2.44 0.3343
C 4.62 -3.84 -1.08 -0.0812
O 4.43 -4.68 0.05 -0.4121
C 3.64 -4.23 1.07 0.2048
O 3.05 -3.01 1.13 0.2434
O 3.39 -5.13 1.97 -0.4140
C 2.53 -4.81 3.04 -0.5973
H 5.23 -4.34 -1.87 0.2616
H 5.16 -2.97 -0.70 0.1171
H 3.64 -3.62 -1.53 -0.1084
H 2.46 -5.63 3.75 0.3013
H 1.52 -4.78 2.54 0.1684
H 2.75 -3.88 3.59 0.2443
C -2.46 5.94 -1.24 -1.3683
C -3.26 4.64 -0.86 1.0011
C -4.58 4.53 -1.65 -0.2569
C -4.49 4.41 -3.07 0.2116
N -4.55 4.45 -4.20 -0.5313
H -1.50 5.98 -0.71 0.2153
H -2.94 6.84 -0.88 0.3915
H -2.28 6.05 -2.31 0.3789
H -3.36 4.50 0.22 0.2142
H -2.68 3.85 -1.22 -0.5989
H -5.30 5.27 -1.48 0.5628
H -4.87 3.56 -1.33 -0.1473